1.
Computed, not measured: a 2-piece molecular cluster, C10H20Cl4FNO9PS3 overall in a non-equilibrium geometry, with ωB97M-V with the def2-TZVPD basis set.

The calculation puts the lowest unoccupied orbital energy at -3.80 eV. As for the orbital gap: 8.670 eV. As for the total charge: +1. As for the total energy: -125205.22389 eV.

```
49
Properties=species:S:1:pos:R:3:forces:R:3
O 3.326617 -0.919627 1.845086 -0.164 0.257 -0.027
S 2.593134 -0.904176 0.612815 0.676 -0.854 1.017
O 2.748368 -2.005298 -0.290522 -0.184 0.310 -0.625
C 0.870094 -0.879322 1.101451 -0.072 0.312 -0.616
C -0.250391 -0.545301 0.062319 -0.243 0.131 1.615
C 0.078429 0.202309 -1.235432 -0.151 0.029 -0.479
O 1.164461 1.074349 -1.111185 -0.245 0.155 -0.002
C 1.738346 1.324550 -2.398019 0.538 -0.180 -0.453
O 2.414208 2.528431 -2.481936 0.024 -0.122 0.310
C 2.401228 3.423717 -1.384260 0.286 0.684 0.004
C 1.131031 4.238437 -1.277821 -0.027 -0.378 -0.261
O 1.114809 5.170847 -2.345244 0.193 -0.171 0.206
C -1.375208 0.200121 0.887804 -0.336 -0.663 -0.296
P -1.148310 1.927084 1.432435 0.898 0.345 0.677
O -2.089770 2.015950 2.724872 -0.277 -0.422 -0.457
O -1.976073 2.717151 0.335618 -0.086 -0.017 -0.144
S 0.635834 2.494502 1.819483 -0.169 -0.156 -0.139
C -2.711089 -0.092807 0.167280 0.760 -0.101 -0.224
N -2.369119 -1.278095 -0.744218 -0.272 0.110 1.212
C -1.062931 -1.828016 -0.203108 -0.429 0.439 -1.595
S -0.417886 -3.074355 -1.371640 1.522 -1.048 0.849
O -0.268491 -4.277715 -0.637087 -0.491 0.436 -0.262
O 0.629218 -2.563907 -2.166104 -0.483 0.136 -0.392
F -1.701548 -3.205799 -2.265882 -0.217 -0.014 -0.214
H 2.833185 0.279603 0.013824 -0.163 -0.105 -0.092
H 0.725120 -1.896321 1.469721 0.198 -0.144 0.009
H 0.822420 -0.234677 1.973041 0.006 0.264 -0.120
H -0.806522 0.786052 -1.545257 -0.049 0.045 0.081
H 0.264090 -0.506692 -2.042793 0.125 -0.069 0.119
H 2.449862 0.514064 -2.600443 0.029 -0.040 0.002
H 0.979977 1.296196 -3.189248 -0.319 0.072 0.201
H 3.196715 4.139519 -1.594888 0.073 -0.089 -0.117
H 2.665044 2.957075 -0.434913 -0.240 -0.260 -0.014
H 0.271914 3.561252 -1.369421 -0.088 -0.008 0.204
H 1.119974 4.715602 -0.294022 -0.074 0.139 0.009
H 0.285230 5.644252 -2.310896 -0.195 0.265 -0.103
H -1.458546 -0.371095 1.815429 0.227 0.194 0.230
H -1.576588 1.710282 3.484477 -0.084 0.249 0.331
H -1.665433 3.633125 0.288044 -0.093 0.119 -0.117
H -3.441457 -0.446315 0.885015 -0.344 0.216 -0.144
H -3.075947 0.695799 -0.480914 -0.169 0.138 0.200
H -3.113714 -1.966505 -0.643040 0.005 -0.121 -0.549
H -2.288863 -0.962516 -1.708561 -0.055 -0.218 -0.146
H -1.312233 -2.406867 0.679926 0.165 0.062 0.275
C -0.456758 -5.393008 3.300404 0.155 -0.276 0.135
Cl -1.666963 -6.616646 3.655886 -0.030 0.016 -0.028
Cl 0.519650 -5.078909 4.726922 0.008 0.039 -0.005
Cl 0.568217 -5.924943 1.975619 -0.112 0.168 0.048
Cl -1.313335 -3.871359 2.869383 -0.027 0.126 -0.112
```
Positions in Å, forces in eV/Å.

---

2.
Computed, not measured: C10H20ClInRe as an isolated structure in a non-equilibrium geometry, with ωB97M-V with the def2-TZVPD basis set.

The calculation puts the lowest unoccupied orbital energy (spin up / spin down) at -0.09 / -0.56 eV. As for the orbital gap (spin up / spin down): 6.072 / 7.149 eV. As for the total charge: 0. As for the total energy: -30514.08500 eV. The spin multiplicity is 4.

```
33
Properties=species:S:1:pos:R:3:forces:R:3
In 0.832464 0.407035 -5.187846 0.137 -0.080 -0.460
Cl 0.910856 1.947642 -3.331320 0.135 -0.276 -0.416
C -0.974592 0.223380 -6.395892 0.038 0.072 0.445
C 2.717123 -0.570629 -5.677883 -0.188 0.081 0.372
H -0.815937 -0.527972 -7.171352 0.074 0.057 0.104
H -1.805110 -0.095128 -5.760333 0.081 0.031 -0.086
H -1.259259 1.165949 -6.868213 0.135 -0.037 0.106
H 2.566319 -1.257380 -6.511831 -0.040 0.068 0.059
H 3.059415 -1.137341 -4.807764 -0.024 0.044 -0.114
H 3.501392 0.142877 -5.938837 -0.165 0.030 0.035
Re 0.059681 0.083686 -0.548541 -0.333 -1.611 -0.243
C -1.508424 1.163824 -1.209129 -1.290 0.520 -0.577
C -0.547114 -1.687824 -0.409064 0.169 -1.418 -0.946
H -1.967090 0.678275 -2.101360 0.288 0.329 0.405
H -2.320354 1.341371 -0.473520 0.553 -0.170 -0.228
H -1.098304 2.139101 -1.526708 -0.200 -0.194 0.103
H 0.155661 -2.493996 -0.085366 0.054 0.773 -0.079
H -1.537843 -2.181602 -0.436955 0.211 0.875 0.028
C -1.252049 0.731901 4.617732 -0.338 0.230 0.049
C 0.002932 0.028466 4.102943 0.036 0.183 -0.291
C 1.256620 0.732855 4.622028 0.292 0.219 0.078
C 0.001432 -1.425887 4.582663 -0.018 -0.311 -0.154
C -0.001628 0.157712 2.622927 0.077 0.421 -3.916
C 0.009211 0.355660 1.359236 0.291 0.051 5.860
H -1.276566 0.736240 5.718783 0.017 -0.022 -0.319
H -2.145358 0.223917 4.236421 0.108 0.081 0.161
H -1.279603 1.762907 4.248559 -0.009 -0.117 0.172
H 1.280080 0.737986 5.723316 -0.010 -0.029 -0.317
H 2.151111 0.226390 4.242295 -0.099 0.076 0.155
H 1.282757 1.763425 4.252796 0.010 -0.112 0.164
H -0.883458 -1.957438 4.211987 0.142 0.105 0.115
H 0.886149 -1.959849 4.214882 -0.138 0.108 0.119
H -0.000522 -1.455556 5.685341 0.006 0.023 -0.383
```
Positions in Å, forces in eV/Å.

---

3.
Computed, not measured: one molecule with the formula C10H20F6O5Si2 in a non-equilibrium geometry, with ωB97M-V with the def2-TZVPD basis set.

The calculation puts the lowest unoccupied orbital energy at 0.78 eV. Its SMILES is CO[Si](CCC(F)(F)F)(OC)O[Si](CCC(F)(F)F)(OC)OC. As for the orbital gap: 10.755 eV. As for the total charge: 0. As for the total energy: -52999.84464 eV.

```
43
Properties=species:S:1:pos:R:3:forces:R:3
C -1.809912 -2.658731 -0.007293 0.385 -0.784 -0.355
O -2.349888 -1.402797 0.253633 -0.279 2.521 -0.200
Si -1.249030 -0.155721 0.137062 0.910 0.490 0.809
C -0.109441 -0.389092 1.616917 0.505 -0.381 -1.067
C -0.745251 -0.178116 2.960522 -0.811 0.207 0.658
C -0.609069 1.275133 3.522433 -0.393 -3.514 -0.886
F -1.547667 2.012611 2.955820 0.069 1.384 0.182
F -0.861196 1.222758 4.856327 0.752 0.854 -0.493
F 0.622849 1.757172 3.223711 -0.826 0.489 1.047
O -1.863105 1.394857 0.262650 0.860 -1.724 -1.567
C -3.150455 1.464520 0.772344 -1.188 0.444 1.185
O -0.376897 -0.329835 -1.250824 -0.144 0.453 0.224
Si 1.048140 0.355885 -1.746065 -0.734 1.214 0.231
C 2.031026 -0.925307 -2.602593 0.542 1.053 0.591
C 2.914409 -1.747368 -1.668085 -0.606 -1.120 -0.109
C 2.013082 -2.752734 -0.883808 2.152 1.702 -2.019
F 1.472581 -2.092477 0.130744 -0.322 -0.608 0.626
F 2.721069 -3.796140 -0.436130 -0.570 -0.136 0.207
F 1.037073 -3.169853 -1.710609 -0.154 -0.822 0.662
O 1.852292 0.961332 -0.432207 -0.130 -1.980 -1.578
C 1.712933 2.253424 0.009559 0.133 1.133 1.257
O 0.692719 1.642656 -2.764225 1.392 -1.579 0.629
C -0.524463 2.304423 -2.612043 -0.823 0.037 -0.503
H -1.643352 -3.147618 0.953122 0.100 -0.387 -0.115
H -2.526744 -3.226981 -0.615844 0.325 -0.013 0.172
H -0.856923 -2.537838 -0.547689 -0.445 -0.593 0.129
H 0.840526 0.167712 1.606409 -0.377 -0.318 -0.429
H 0.171415 -1.454371 1.461673 -0.257 0.715 0.733
H -1.828027 -0.449889 2.937485 0.658 0.393 0.278
H -0.285098 -0.853241 3.664376 0.175 -0.047 0.533
H -3.255675 2.470944 1.174702 -0.352 0.024 0.011
H -3.964793 1.274446 0.051528 0.467 -0.058 0.098
H -3.219612 0.769243 1.624331 -0.588 0.195 -0.242
H 2.646708 -0.317017 -3.253636 0.321 -0.091 -0.451
H 1.336957 -1.496178 -3.185826 -0.067 -0.462 -0.480
H 3.671946 -2.305017 -2.217211 -0.114 -0.192 -0.065
H 3.442165 -1.121851 -0.961505 0.009 0.125 0.302
H 2.668202 2.754669 -0.088549 0.185 0.331 0.113
H 1.421502 2.207275 1.059860 0.144 0.302 0.071
H 0.960916 2.846892 -0.489006 -0.210 0.040 -0.361
H -0.761714 2.762341 -3.581513 -0.138 0.053 0.362
H -0.464882 3.060295 -1.825835 -0.232 0.057 -0.128
H -1.275312 1.549585 -2.354714 -0.327 0.593 -0.059
```
Positions in Å, forces in eV/Å.